(1)
The following is a quantum chemistry calculation of the molecule C23H26N2O2 at a distorted geometry, from the Open Molecules 2025 dataset.

XYZ file:
```
53
Properties=species:S:1:pos:R:3:forces:R:3
C -0.49661 -3.22662 1.87947 0.03 -0.35 -0.33
N -0.96150 -2.18407 2.75646 0.42 0.42 0.17
C -1.12837 -2.67408 4.11514 -0.18 0.10 0.00
C -2.04034 -1.36408 2.25498 -0.37 0.09 0.07
C -1.73242 0.09993 1.89586 0.76 0.40 0.40
C -2.93628 0.90588 1.44028 -0.42 -0.19 0.35
C -2.36839 2.14312 0.76236 -0.02 1.01 -0.15
C -1.04840 1.72274 0.15529 -0.69 -0.34 -0.27
N -0.62158 0.48502 0.88361 1.21 1.39 0.75
C 0.22631 -0.40345 -0.37591 0.78 -0.06 -0.56
C 0.38275 0.23484 -1.67970 -0.23 0.28 0.41
C 1.49969 1.09057 -2.08486 -1.17 -0.18 0.20
O 2.50947 1.42843 -1.49788 0.50 0.10 0.12
C 1.10767 1.64452 -3.41293 -0.24 0.01 -0.70
C 1.81203 2.52547 -4.21216 0.03 -0.32 0.44
C 1.21079 2.97590 -5.37820 -0.55 -0.19 -0.20
C -0.06669 2.51275 -5.74635 0.42 0.03 0.29
C -0.75543 1.59518 -4.94974 0.24 -0.06 0.17
C -0.15506 1.18037 -3.77355 0.21 0.27 -0.55
C -0.67006 0.28419 -2.70299 -0.26 -0.67 1.57
O -1.80854 -0.20937 -2.61020 1.07 0.48 -0.35
C 1.53092 -0.57483 0.37499 -0.88 -0.33 -0.39
C 2.21852 0.45923 1.02178 0.75 -0.52 0.52
C 3.37065 0.12951 1.76136 -0.79 0.28 -0.21
C 3.74726 -1.20837 1.88913 0.24 0.00 -0.07
C 3.06357 -2.20779 1.20382 -0.09 -0.30 -0.21
C 1.95656 -1.88056 0.42285 0.78 -0.29 0.34
H -0.43131 -2.86275 0.84575 -0.06 -0.17 0.43
H 0.50357 -3.54059 2.20145 -0.17 0.02 -0.17
H -1.14785 -4.12553 1.88713 0.02 0.23 0.01
H -1.48427 -1.86307 4.76106 0.20 -0.17 -0.05
H -1.85700 -3.50418 4.18325 0.05 0.10 -0.06
H -0.17234 -3.04801 4.49943 -0.14 0.15 -0.06
H -2.58645 -1.85481 1.43967 0.03 0.02 -0.03
H -2.74238 -1.23198 3.09461 -0.17 -0.10 -0.42
H -1.38164 0.55501 2.85223 0.03 -0.25 -0.63
H -3.55882 0.30214 0.77466 0.12 0.13 -0.21
H -3.56553 1.15449 2.30480 0.12 -0.03 -0.20
H -2.99817 2.48641 -0.05934 -0.19 0.07 0.22
H -2.20771 3.00864 1.41650 -0.31 -0.35 0.28
H -1.26288 1.45140 -0.89069 0.44 0.12 0.64
H -0.22658 2.45176 0.17562 -0.40 -0.12 -0.03
H 0.17739 0.80413 1.53584 -1.50 -1.10 -1.58
H -0.38185 -1.30928 -0.52604 0.16 0.35 0.68
H 2.80695 2.81219 -3.88647 -0.09 0.19 -0.17
H 1.73578 3.68772 -6.00156 -0.08 -0.01 -0.11
H -0.52043 2.87027 -6.65742 -0.01 0.05 -0.13
H -1.72132 1.18171 -5.21063 -0.05 0.18 -0.14
H 1.89895 1.50914 0.97760 0.20 -0.51 -0.20
H 3.93940 0.93191 2.24720 -0.24 -0.45 -0.15
H 4.59497 -1.46384 2.52113 -0.10 0.02 -0.17
H 3.35936 -3.25871 1.25721 0.10 0.39 0.16
H 1.38362 -2.62858 -0.13591 0.50 0.20 0.29
```
Forces are in eV/Å.

Multiplicity: 1
Highest occupied orbital energy in eV: -7.51
SMILES: CN(C)C[C@@H]1CCC[N@@H+]1[C@@H](C1=C([O-])c2ccccc2C1=O)c1ccccc1
Relative energy (zero: lowest compared OMol25 entry of this formula, charge and spin) in eV: 4.861
HOMO-LUMO gap in eV: 7.90

These are the Löwdin partial charges, in e, on atoms 1 to 8:
1. C -0.107
2. N -0.268
3. C -0.098
4. C -0.161
5. C -0.214
6. C -0.141
7. C -0.154
8. C -0.133



(2)
The following is a quantum chemistry calculation of a cluster of 8 separate species, C22H32Cl8F2N2O2 in total, from the Open Molecules 2025 dataset.

XYZ file:
```
68
Properties=species:S:1:pos:R:3:forces:R:3
F 4.64444 8.16199 -2.24285 -0.05 -0.11 0.03
C 4.40875 6.89981 -1.82247 -0.15 -0.25 -0.02
C 4.90005 5.84184 -2.56020 0.31 0.18 -0.31
C 4.65412 4.54686 -2.13885 -0.05 0.08 0.48
C 3.91363 4.32984 -0.97853 0.39 -0.09 0.10
C 3.47966 5.41036 -0.21904 -0.58 -0.36 -0.27
C 3.67419 6.69918 -0.66781 0.30 0.74 -0.20
H 5.49349 6.02085 -3.44904 -0.05 0.12 0.05
H 5.11908 3.73466 -2.68105 -0.27 -0.14 -0.05
H 3.71117 3.32655 -0.62976 0.09 -0.02 -0.03
H 2.90479 5.23863 0.68186 0.05 -0.01 0.03
H 3.28440 7.57663 -0.16623 0.03 -0.14 0.18
F -0.67563 -2.36641 0.40647 0.09 -0.25 -0.08
C -1.00580 -3.40783 1.20709 0.40 0.52 0.35
C -1.18827 -3.14611 2.55175 -0.43 0.09 0.01
C -1.64404 -4.17393 3.36558 0.48 -0.11 0.02
C -1.74574 -5.47027 2.86220 -0.33 0.31 -0.09
C -1.47720 -5.70734 1.52177 0.30 -0.10 0.25
C -1.08953 -4.66724 0.67999 -0.38 -0.53 -0.28
H -1.00894 -2.14567 2.92576 -0.15 0.03 -0.01
H -1.85074 -3.96534 4.40772 0.02 -0.07 0.00
H -2.06725 -6.28243 3.49986 0.04 0.01 0.03
H -1.51555 -6.72782 1.16279 -0.08 0.08 -0.19
H -0.89568 -4.83957 -0.37065 0.03 0.04 0.01
C -2.96188 -1.01916 -0.85713 -0.65 0.71 0.03
N -3.69064 -1.82315 0.09888 -0.15 -0.18 -0.39
C -4.04505 -1.44514 1.34068 0.00 -0.11 0.58
C -4.86336 -2.46845 2.09779 -0.38 -0.29 -0.49
O -3.73146 -0.37589 1.84463 0.24 0.05 -0.14
H -2.51869 -0.16072 -0.35436 0.34 -0.32 0.20
H -3.65311 -0.55518 -1.57085 0.09 -0.31 -0.18
H -2.23735 -1.64963 -1.35847 0.19 0.22 -0.13
H -4.15155 -2.63249 -0.28345 0.09 -0.11 0.19
H -4.52650 -3.49067 1.91178 0.21 0.09 0.08
H -5.89068 -2.43464 1.71652 0.02 0.14 0.20
H -4.86451 -2.26385 3.16112 0.04 0.12 0.04
C -2.08722 0.33361 5.38008 0.04 0.29 0.38
N -1.92013 0.73093 4.00532 -0.14 -0.26 0.05
C -1.08236 1.73466 3.64691 -0.22 0.13 -0.13
C -0.97558 2.00140 2.16240 0.57 -0.07 -0.01
O -0.43143 2.37551 4.45354 0.10 0.02 0.15
H -1.67530 -0.65963 5.57367 -0.06 -0.04 -0.03
H -3.13588 0.36142 5.68084 -0.03 -0.12 -0.11
H -1.55725 1.04779 6.00932 0.06 -0.06 -0.07
H -2.52347 0.29371 3.32284 0.09 0.15 -0.24
H 0.01194 2.43934 2.02078 -0.02 -0.03 -0.12
H -1.69965 2.72063 1.78569 -0.25 -0.12 0.16
H -1.02314 1.06516 1.60627 -0.20 0.10 -0.12
Cl -0.03471 -1.25133 -3.49077 -0.05 -0.01 -0.02
C 0.31172 -2.87683 -4.10571 0.08 0.06 0.23
Cl -0.96567 -3.47275 -5.15697 0.01 -0.03 -0.10
H 1.25102 -2.82210 -4.64188 -0.06 -0.05 -0.16
H 0.39309 -3.54234 -3.25495 -0.01 -0.01 0.02
Cl 3.65004 0.01976 -3.70318 -0.15 0.14 -0.15
C 4.68815 -1.29528 -3.19600 0.47 -0.32 0.13
Cl 4.62041 -1.55867 -1.44307 -0.04 -0.05 -0.02
H 4.40690 -2.21737 -3.69170 -0.21 0.05 0.02
H 5.71748 -1.06502 -3.44722 -0.04 0.16 0.01
Cl 1.55557 1.59636 -1.14813 -0.04 0.00 -0.05
C 1.31777 -0.08367 -0.63797 -0.07 0.34 0.79
Cl 1.61278 -0.27717 1.10536 0.25 0.01 -0.01
H 0.27395 -0.32796 -0.76824 0.05 -0.22 -0.35
H 2.03392 -0.70171 -1.15750 -0.17 -0.13 -0.20
Cl -0.98770 1.70643 -5.63659 -0.09 0.17 0.28
C 0.10369 2.08720 -4.27377 0.22 -0.25 -0.70
Cl 0.70640 3.74174 -4.33671 -0.08 0.03 0.12
H -0.38916 1.90404 -3.32952 -0.14 0.08 -0.01
H 0.94521 1.42391 -4.42662 0.09 0.00 0.30
```
Forces are in eV/Å.

Multiplicity: 1
Highest occupied orbital energy in eV: -9.03
SMILES: Fc1ccccc1.Fc1ccccc1.CNC(C)=O.CNC(C)=O.ClCCl.ClCCl.ClCCl.ClCCl
HOMO-LUMO gap in eV: 9.01

These are the Löwdin partial charges, in e, on atoms 1 to 8:
1. F 0.052
2. C -0.284
3. C -0.025
4. C -0.081
5. C -0.107
6. C -0.080
7. C -0.021
8. H 0.116



(3)
The following is a quantum chemistry calculation of a structure of composition C5H13N2 at a distorted geometry, from the Open Molecules 2025 dataset.

XYZ file:
```
20
Properties=species:S:1:pos:R:3:forces:R:3
C -2.24803 -0.54247 0.71237 0.45 -0.62 -0.19
C -1.32682 -0.50195 -0.50716 0.33 -0.01 0.46
C -0.53319 0.80264 -0.64647 0.17 0.25 -0.28
C 0.82860 0.91915 0.09485 -1.50 -0.47 -0.52
C 1.88298 0.02556 -0.57234 1.31 2.89 3.73
N 1.82187 -1.27136 -0.42158 -0.55 -0.88 -2.31
N 0.70358 0.60663 1.52332 0.81 0.03 -0.62
H -2.98797 0.23593 0.63680 -0.30 0.32 0.14
H -2.75446 -1.50784 0.77310 -0.08 0.11 -0.10
H -1.66916 -0.43756 1.62122 -0.06 0.23 0.21
H -1.91664 -0.63550 -1.39998 -0.21 -0.02 -0.37
H -0.63768 -1.35252 -0.46964 -0.14 -0.05 -0.02
H -0.32805 0.99880 -1.70910 0.02 -0.03 -0.05
H -1.13272 1.66439 -0.33741 0.01 -0.17 0.12
H 1.37451 -0.61382 -1.51408 -0.37 -1.63 -0.04
H 2.65943 -1.72258 -0.82818 -0.02 -0.07 0.36
H 2.86202 0.48895 -0.70875 0.06 0.03 -0.96
H 1.25978 1.23754 2.08965 0.00 -0.09 0.02
H 1.01007 -0.34129 1.70254 -0.30 -0.02 0.37
H 1.13187 1.94729 -0.03914 0.37 0.19 0.02
```
Forces are in eV/Å.

Multiplicity: 1
Highest occupied orbital energy in eV: -13.98
Relative energy (zero: lowest compared OMol25 entry of this formula, charge and spin) in eV: 5.562
Charge: +1
HOMO-LUMO gap in eV: 7.03

These are the Löwdin partial charges, in e, on atoms 1 to 8:
1. C -0.092
2. C -0.252
3. C -0.164
4. C -0.344
5. C -0.112
6. N 0.278
7. N 0.103
8. H 0.076